This record from the Open Molecules 2025 dataset describes C18H32NO5P2RuS as an isolated structure in a non-equilibrium geometry. The level of theory is ωB97M-V/def2-TZVPD.

ΔE to the lowest compared entry with this formula, charge and spin = 0.596 eV
2S+1 = 6
DFT total energy = -2311.51051 Ha

XYZ file:
```
60
C18H32NO5P2RuS, DFT ωB97M-V/def2-TZVPD
C 0.324 -5.231 0.484
C 0.502 -3.870 0.088
N -0.384 -2.927 0.584
C -1.001 -3.194 1.762
C -0.975 -4.474 2.332
C -0.370 -5.502 1.634
C 1.407 -3.420 -0.895
P 1.694 -1.682 -1.096
Ru -0.281 -0.970 -0.234
P -1.868 -0.604 1.325
C -1.672 -2.036 2.494
O -0.104 -4.045 -3.558
O -1.415 -1.427 -3.459
H 0.888 -5.966 -0.088
H -1.532 -4.632 3.269
H -0.364 -6.542 2.060
C 3.166 -1.468 -0.072
C 2.080 -1.135 -2.764
H -2.664 -2.317 2.896
H -1.051 -1.660 3.333
H 0.432 -3.899 -2.730
H 2.034 -4.168 -1.439
C -1.989 0.909 2.299
C -3.558 -0.903 0.711
H -1.027 -1.013 -1.608
H -0.902 -0.742 -3.989
H -0.937 -2.229 -3.680
H -1.003 -4.467 -3.396
H 0.086 -0.418 1.232
H -1.717 -0.741 -1.038
H 3.978 -1.973 -0.615
H 3.347 -0.395 0.074
H 2.986 -1.988 0.880
H 2.882 -1.788 -3.122
H 1.212 -1.195 -3.434
H 2.429 -0.095 -2.724
H -4.285 -0.942 1.536
H -3.817 -0.088 0.026
H -3.585 -1.841 0.143
H -2.812 0.841 3.028
H -1.024 1.056 2.804
H -2.160 1.735 1.593
C 0.317 7.663 1.032
C 0.509 6.243 0.614
C 0.538 5.911 -0.744
C 0.734 4.593 -1.162
C 0.899 3.584 -0.200
C 0.880 3.902 1.169
C 0.673 5.225 1.561
S 1.210 1.903 -0.723
O 1.840 1.995 -2.020
O 1.977 1.353 0.402
O -0.196 1.340 -0.791
H 1.106 8.300 0.628
H -0.629 8.053 0.652
H 0.322 7.745 2.116
H 0.405 6.700 -1.489
H 0.777 4.335 -2.222
H 1.046 3.115 1.910
H 0.642 5.482 2.623
```

---

This record from the Open Molecules 2025 dataset describes a 9-piece molecular cluster, C30H60Cl4O20 overall in a non-equilibrium geometry. The level of theory is ωB97M-V/def2-TZVPD.

SMILES = CCOC(=O)OC.CCOC(=O)OC.CCOC(=O)OC.CCOC(=O)OC.CCOC(=O)OC.CCOC(=O)OC.CCOC(C)=O.ClCCl.ClCCl
DFT total energy = -4524.68687 Ha

XYZ file:
```
114
C30H60Cl4O20, DFT ωB97M-V/def2-TZVPD
C -0.429 -0.502 -0.245
Cl -1.503 0.304 -1.411
Cl -0.439 -2.229 -0.433
H 0.591 -0.186 -0.461
H -0.600 -0.193 0.785
C -1.873 -2.548 -3.730
Cl -0.211 -2.023 -4.012
Cl -2.113 -4.277 -3.889
H -2.156 -2.198 -2.740
H -2.574 -2.001 -4.356
C 5.789 4.527 -2.775
C 5.773 3.114 -2.179
O 4.946 2.346 -3.083
C 3.882 1.741 -2.568
O 3.718 1.465 -1.414
O 3.023 1.504 -3.529
C 1.714 1.051 -3.237
H 6.277 5.244 -2.112
H 4.757 4.867 -2.846
H 6.308 4.525 -3.730
H 5.255 3.101 -1.222
H 6.765 2.671 -2.133
H 1.058 0.907 -4.086
H 1.160 1.664 -2.519
H 1.923 0.119 -2.700
C -1.111 3.315 0.674
C -2.151 4.235 0.065
O -3.396 4.083 0.718
C -4.533 4.190 0.037
O -4.593 4.315 -1.163
O -5.540 4.074 0.862
C -6.857 4.308 0.390
H -0.950 3.406 1.749
H -0.144 3.555 0.223
H -1.229 2.247 0.500
H -2.183 4.174 -1.025
H -1.756 5.257 0.088
H -7.475 4.204 1.279
H -7.220 3.651 -0.398
H -6.930 5.344 0.055
C 2.345 1.490 1.452
C 2.760 2.913 1.446
O 4.082 3.010 1.908
C 4.871 4.016 1.573
O 4.577 4.928 0.844
O 6.059 3.802 2.128
C 7.151 4.614 1.743
H 3.021 0.861 0.871
H 1.331 1.277 1.112
H 2.407 1.039 2.449
H 1.995 3.535 1.933
H 2.578 3.348 0.454
H 6.932 5.668 1.927
H 7.452 4.433 0.712
H 7.939 4.351 2.447
C 2.120 -4.522 -1.819
C 3.590 -4.093 -1.736
O 4.293 -4.540 -2.869
C 5.592 -4.316 -2.886
O 6.235 -3.932 -1.950
O 6.105 -4.530 -4.104
C 7.502 -4.274 -4.195
H 2.076 -5.605 -1.956
H 1.627 -4.066 -2.676
H 1.588 -4.309 -0.895
H 3.974 -4.466 -0.784
H 3.658 -3.002 -1.693
H 7.786 -4.593 -5.197
H 8.026 -4.839 -3.429
H 7.759 -3.214 -4.192
C 0.115 0.868 5.552
C -0.559 -0.482 5.253
O -1.831 -0.299 4.658
C -1.947 0.286 3.485
O -1.039 0.526 2.735
O -3.245 0.491 3.240
C -3.537 1.170 2.033
H 1.080 0.752 6.046
H -0.504 1.346 6.316
H 0.180 1.514 4.682
H -0.757 -0.962 6.208
H 0.099 -1.098 4.639
H -3.471 2.248 2.231
H -4.622 1.122 1.942
H -2.937 0.985 1.147
C -1.431 -5.698 -0.250
C -2.514 -4.986 0.568
O -2.337 -5.292 1.950
C -1.877 -4.345 2.752
O -1.513 -3.251 2.422
O -1.842 -4.852 3.976
C -1.724 -3.950 5.063
H -1.524 -6.779 -0.275
H -0.501 -5.374 0.224
H -1.443 -5.248 -1.244
H -3.522 -5.277 0.273
H -2.429 -3.918 0.369
H -0.861 -3.294 4.968
H -1.630 -4.539 5.972
H -2.628 -3.347 5.160
O -4.709 -1.224 -2.500
C -5.008 -0.166 -1.993
O -5.412 -0.043 -0.730
C -5.843 -1.185 -0.008
C -7.241 -1.613 -0.484
C -4.906 1.141 -2.733
H -5.988 -0.901 1.034
H -5.088 -1.967 -0.085
H -7.854 -0.754 -0.752
H -7.785 -2.138 0.299
H -7.053 -2.249 -1.350
H -5.642 1.867 -2.380
H -5.248 1.089 -3.768
H -3.877 1.491 -2.694
```

---

This record from the Open Molecules 2025 dataset describes an isolated ion of composition C5H8NO and charge +1 in a non-equilibrium geometry. The level of theory is ωB97M-V/def2-TZVPD.

Charge = +1
ΔE to the lowest compared entry with this formula, charge and spin = 4.307 eV
SMILES = C[C@@H]1C=CC[N+]1=O
DFT total energy = -324.88067 Ha

XYZ file:
```
15
C5H8NO, DFT ωB97M-V/def2-TZVPD
C 0.312 1.400 -0.887
C -0.347 0.249 -1.048
C 0.438 1.844 0.641
C -0.663 -0.461 0.178
C 0.007 -1.822 0.358
N -0.042 0.769 1.365
O 0.046 0.572 2.479
H 0.701 1.924 -1.812
H -0.296 -0.441 -1.994
H 1.452 2.116 0.760
H -0.198 2.675 0.730
H -1.697 -0.487 0.636
H 0.988 -1.614 0.154
H -0.348 -2.651 -0.177
H -0.129 -2.232 1.417
```

---

This record from the Open Molecules 2025 dataset describes C52H57CaIN6O2PS2Si as an isolated structure. The level of theory is ωB97M-V/def2-TZVPD.

ΔE to the lowest compared entry with this formula, charge and spin = 0.221 eV
2S+1 = 2
DFT total energy = -4897.20162 Ha

XYZ file:
```
123
C52H57CaIN6O2PS2Si, DFT ωB97M-V/def2-TZVPD
Ca 0.474 1.610 -0.304
S -1.302 -0.419 -1.108
C -2.569 -0.459 0.063
N -3.852 -0.679 -0.362
C -4.932 -0.668 0.598
C -4.465 -1.338 1.868
N -3.283 -0.656 2.357
C -3.245 -0.292 3.763
C -3.630 -1.444 4.655
C -4.655 -1.329 5.584
C -4.984 -2.395 6.413
C -4.291 -3.591 6.312
C -3.266 -3.716 5.381
C -2.938 -2.649 4.561
C -2.319 -0.264 1.458
S -0.842 0.406 2.019
C -4.222 -0.881 -1.754
C -4.544 -2.327 -2.049
C -3.538 -3.288 -1.954
C -3.817 -4.621 -2.206
C -5.105 -5.013 -2.557
C -6.109 -4.064 -2.654
C -5.826 -2.726 -2.399
H -5.781 -1.209 0.177
H -5.249 0.361 0.813
H -4.251 -2.394 1.666
H -5.241 -1.296 2.631
H -3.889 0.576 3.957
H -2.224 0.013 3.986
H -5.204 -0.396 5.658
H -5.785 -2.291 7.133
H -4.548 -4.424 6.953
H -2.721 -4.648 5.299
H -2.140 -2.742 3.833
H -3.395 -0.547 -2.379
H -5.090 -0.253 -1.976
H -2.537 -2.966 -1.686
H -3.030 -5.361 -2.135
H -5.321 -6.055 -2.754
H -7.113 -4.361 -2.928
H -6.612 -1.983 -2.482
I -0.423 4.118 1.856
C 1.228 5.297 1.323
C 1.245 6.598 1.733
C 2.380 7.396 1.471
C 3.458 6.853 0.836
C 3.452 5.499 0.414
C 4.596 4.936 -0.204
C 4.585 3.627 -0.587
C 3.421 2.847 -0.387
C 2.259 3.307 0.201
C 2.306 4.677 0.622
H 0.401 7.016 2.266
H 2.389 8.431 1.787
H 4.342 7.452 0.647
H 5.467 5.562 -0.363
H 5.460 3.192 -1.059
H 3.471 1.815 -0.743
C 4.089 -2.958 -0.720
N 2.599 -3.212 -0.952
C 2.057 -4.026 0.214
N 2.309 -3.374 1.453
C 3.744 -3.139 1.612
N 4.311 -2.333 0.537
C 3.807 -0.947 0.570
P 1.966 -0.825 0.399
C 1.846 -1.917 -1.093
C 1.526 -2.136 1.623
H 4.429 -2.340 -1.550
H 4.570 -3.938 -0.756
H 2.500 -3.735 -1.824
H 2.565 -4.992 0.180
H 0.988 -4.152 0.044
H 4.253 -4.106 1.631
H 3.912 -2.630 2.560
H 4.279 -0.379 -0.234
H 4.084 -0.478 1.513
H 2.259 -1.398 -1.954
H 0.797 -2.148 -1.290
H 0.459 -2.349 1.522
H 1.684 -1.742 2.627
O 2.513 0.662 2.725
N 2.356 1.707 3.470
C 3.093 2.818 3.248
C 2.917 3.947 4.017
C 1.982 3.955 5.038
C 1.232 2.808 5.248
C 1.428 1.701 4.453
H 3.781 2.737 2.421
H 3.512 4.820 3.785
H 1.827 4.838 5.641
H 0.475 2.761 6.017
H 0.866 0.782 4.520
C 5.078 -1.589 -4.374
C 5.186 -0.360 -3.731
C 4.054 0.404 -3.487
C 2.773 -0.008 -3.890
C 2.698 -1.235 -4.562
C 3.826 -2.020 -4.791
Si 1.277 1.032 -3.286
C -0.261 0.545 -4.305
C -0.777 -0.755 -4.371
C -2.013 -1.032 -4.937
C -2.796 -0.001 -5.440
C -2.317 1.300 -5.384
C -1.067 1.561 -4.835
H 5.960 -2.187 -4.567
H 6.159 0.005 -3.421
H 4.163 1.359 -2.980
H 1.741 -1.578 -4.937
H 3.728 -2.955 -5.333
H 1.612 2.363 -3.914
H -0.221 -1.578 -3.933
H -2.381 -2.052 -4.963
H -3.767 -0.211 -5.870
H -2.911 2.115 -5.782
H -0.699 2.583 -4.826
C -1.016 4.057 -2.038
O -1.294 2.808 -1.395
H -1.881 4.395 -2.610
H -0.146 3.976 -2.694
H -0.803 4.776 -1.250
H -1.570 2.152 -2.055
```

---

This record from the Open Molecules 2025 dataset describes C15H12F5IN2O4TeW as an isolated structure in a non-equilibrium geometry. The level of theory is ωB97M-V/def2-TZVPD.

Charge = +2
ΔE to the lowest compared entry with this formula, charge and spin = 3.831 eV
DFT total energy = -2120.76766 Ha

XYZ file:
```
41
C15H12F5IN2O4TeW, DFT ωB97M-V/def2-TZVPD
W 0.718 -2.075 -0.098
C 2.137 -0.806 3.609
C 1.509 0.386 2.960
N 1.748 1.591 3.468
C 1.190 2.664 2.931
C 0.308 2.625 1.852
C -0.300 3.914 1.337
O -0.238 4.011 -0.079
C 0.012 1.380 1.300
C -1.001 1.284 0.238
N -1.295 0.154 -0.258
C -2.133 -0.115 -1.341
C -2.597 0.625 -2.398
C -2.992 -0.008 -3.658
C -2.860 -1.315 -3.928
C -2.525 -2.230 -2.798
C -2.085 -1.482 -1.608
I -1.867 -2.985 0.570
C 0.669 0.273 1.857
O 0.480 -1.002 1.346
H 2.791 -0.463 4.406
H 2.716 -1.390 2.896
H 1.375 -1.457 4.042
H 1.452 3.618 3.376
H 0.198 4.755 1.820
H -1.352 3.965 1.627
H 0.502 4.564 -0.342
H -1.476 2.213 -0.068
H -2.522 1.707 -2.391
H -3.357 0.652 -4.435
H -3.164 -1.733 -4.878
H -3.323 -2.962 -2.651
F 1.728 -2.801 -1.710
Te 3.878 -2.655 -0.774
F 1.083 -0.544 -1.126
F 5.222 -1.909 0.229
F 3.931 -1.251 -1.943
F 0.947 -3.871 0.373
O 2.636 -1.994 0.413
O -1.206 -2.986 -2.654
C -0.935 -2.348 -1.512
```

---

This record from the Open Molecules 2025 dataset describes a 2-piece molecular cluster, C8H16NO4S overall in a non-equilibrium geometry. The level of theory is ωB97M-V/def2-TZVPD.

Charge = -1
DFT total energy = -1068.18978 Ha

XYZ file:
```
30
C8H16NO4S, DFT ωB97M-V/def2-TZVPD
C 1.686 -1.994 1.148
C 1.730 -0.468 1.550
C 2.842 0.351 0.796
N 0.970 0.043 2.463
C -0.395 0.368 2.079
C -0.543 1.352 0.855
C -1.515 0.803 -0.285
C -1.172 -0.674 -0.624
O -1.621 -1.660 0.347
S -1.516 -1.136 1.902
O -2.876 -0.765 2.371
O -0.955 -2.203 2.790
H 1.401 -2.554 2.068
H 2.681 -2.324 0.758
H 0.935 -2.208 0.358
H 3.580 -0.365 0.352
H 2.428 0.934 -0.052
H 3.438 0.970 1.511
H -0.836 0.895 2.959
H -1.053 2.278 1.226
H 0.415 1.689 0.416
H -2.585 0.988 -0.058
H -1.274 1.411 -1.219
H -1.713 -0.908 -1.574
H -0.085 -0.766 -0.887
C -0.814 1.186 -4.222
O -1.579 1.059 -3.127
H 0.073 0.505 -4.301
H -1.310 1.011 -5.208
H -0.337 2.184 -4.393
```

---

This record from the Open Molecules 2025 dataset describes an isolated molecule of C2H4N2O2 in a non-equilibrium geometry. The level of theory is ωB97M-V/def2-TZVPD.

ΔE to the lowest compared entry with this formula, charge and spin = 5.976 eV
SMILES = C=NO/C=N\O
DFT total energy = -338.43356 Ha

XYZ file:
```
10
C2H4N2O2, DFT ωB97M-V/def2-TZVPD
C 0.751 0.537 -0.336
C -1.920 0.158 0.290
H 2.014 -1.459 0.129
H 0.264 1.381 -0.771
H -3.012 -0.040 0.510
H -1.469 1.151 0.662
N 2.011 0.497 -0.093
N -1.327 -0.880 -0.233
O 2.582 -0.684 0.271
O 0.107 -0.661 -0.431
```

---

This record from the Open Molecules 2025 dataset describes C33H32AsN7O6S2Tl as an isolated structure. The level of theory is ωB97M-V/def2-TZVPD.

Charge = -1
ΔE to the lowest compared entry with this formula, charge and spin = 2.350 eV
DFT total energy = -5316.17211 Ha

XYZ file:
```
82
C33H32AsN7O6S2Tl, DFT ωB97M-V/def2-TZVPD
Tl -0.104 0.259 0.488
C -4.020 0.218 -0.068
N -2.935 -0.745 -0.173
C -2.738 -1.187 -1.545
C -2.251 -0.091 -2.462
C -2.594 -0.095 -3.809
C -1.994 0.820 -4.659
C -1.068 1.709 -4.143
C -0.809 1.662 -2.782
N -1.398 0.803 -1.961
C -3.143 -1.847 0.758
C -2.007 -2.850 0.816
C -2.327 -4.249 0.661
C -1.432 -5.197 1.014
C -0.047 -4.837 1.177
C 0.219 -3.302 1.266
N -0.868 -2.441 1.260
C -3.985 0.966 1.242
C -5.070 0.989 2.111
C -4.964 1.709 3.292
C -3.778 2.366 3.574
C -2.743 2.283 2.650
N -2.852 1.612 1.509
H -5.003 -0.272 -0.192
H -3.896 0.942 -0.876
H -3.641 -1.665 -1.963
H -1.902 -1.899 -1.532
H -3.301 -0.822 -4.188
H -2.236 0.825 -5.714
H -0.545 2.412 -4.777
H -0.078 2.326 -2.331
H -4.081 -2.383 0.526
H -3.242 -1.410 1.756
H -3.361 -4.516 0.480
H -1.737 -6.218 1.209
H 0.633 -5.524 1.671
H 1.073 -2.933 1.822
H -5.978 0.451 1.867
H -5.796 1.747 3.985
H -3.652 2.934 4.486
H -1.783 2.764 2.820
O 1.922 -0.628 -3.330
As 1.149 -2.107 -2.573
O 0.523 -4.069 0.147
O 0.244 -1.428 -1.326
C 2.820 -2.893 -1.749
C 3.117 -4.164 -2.244
C 4.168 -4.922 -1.759
C 4.959 -4.420 -0.735
C 4.692 -3.161 -0.228
C 3.641 -2.396 -0.739
S 3.477 -0.816 0.103
O 2.704 -1.145 1.308
O 4.858 -0.443 0.404
O 2.818 0.172 -0.753
H 2.180 -0.106 -2.546
H 2.487 -4.563 -3.035
H 4.369 -5.905 -2.171
H 5.782 -5.003 -0.338
H 5.298 -2.730 0.556
C 3.763 1.269 3.482
N 3.429 2.312 2.533
C 4.234 2.711 1.487
C 3.507 3.480 0.674
N 2.206 3.522 1.188
C 2.170 2.816 2.385
S 0.987 2.773 3.562
C 1.118 4.020 0.450
C 1.342 5.011 -0.510
C 0.267 5.457 -1.255
C -0.990 4.923 -1.023
C -1.105 3.945 -0.049
N -0.078 3.503 0.670
H 4.827 1.322 3.709
H 3.520 0.300 3.041
H 3.173 1.422 4.381
H 5.255 2.391 1.400
H 3.765 3.906 -0.276
H 2.329 5.419 -0.668
H 0.414 6.214 -2.015
H -1.851 5.240 -1.595
H -2.052 3.463 0.169
```

---

This record from the Open Molecules 2025 dataset describes a 2-piece molecular cluster, C2H3NO2 overall in a non-equilibrium geometry. The level of theory is ωB97M-V/def2-TZVPD.

ΔE to the lowest compared entry with this formula, charge and spin = 3.551 eV
DFT total energy = -283.12753 Ha

XYZ file:
```
8
C2H3NO2, DFT ωB97M-V/def2-TZVPD
C 1.763 0.761 -0.430
C -1.354 -0.495 -0.228
N -1.806 0.461 0.369
O 1.617 -0.328 0.370
O -0.720 -1.279 -0.781
H 1.354 1.429 0.297
H 1.964 -1.150 0.039
H -2.819 0.601 0.363
```